No. 1
Computed, not measured: one molecule with the formula C2H4I2, with the ωB97M-V functional and the def2-TZVPD basis.

Results
- Lowest unoccupied orbital energy: -0.911 eV
- Spin multiplicity: 1
- SMILES: CC(I)I
- F_max: 4.27 eV/Å
- Energy above the lowest of the compared OMol25 structures with the same formula, charge and spin: 24.28 kcal/mol

Each line ends with the Mulliken charge.
Geometry (Å):
I (2.1619, -2.0964, 0.0680)  0.16
I (2.7063, 1.6364, -0.1474)  -0.05
C (-0.0526, 0.1639, 0.3161)  -0.89
C (1.1821, -0.3336, -0.4344)  -0.74
H (-0.4848, 1.1162, -0.0419)  0.38
H (1.1119, -0.3726, -1.4408)  0.54
H (0.0991, 0.1993, 1.4542)  0.31
H (-1.0047, -0.4549, 0.0113)  0.30

---

No. 2
Computed, not measured: a 2-piece molecular cluster, C4H10NO2 overall, with the ωB97M-V functional and the def2-TZVPD basis.

Results
- Lowest unoccupied orbital energy (spin up / spin down): -12.784 / -12.679 eV
- Spin multiplicity: 2
- Charge: +2
- F_max: 1.56 eV/Å
- Energy above the lowest of the compared OMol25 structures with the same formula, charge and spin: 89.13 kcal/mol

Each line ends with the Löwdin spin population.
Geometry (Å):
O (-1.1264, 0.6476, -0.3493)  0.67
O (0.8861, -1.1837, 0.3621)  0.27
N (-4.0242, -0.7123, 1.1609)  -0.93
C (1.0716, 0.6201, -1.2195)  0.49
C (2.6047, 0.4722, 0.7000)  0.05
C (-0.2758, 1.0370, -1.1462)  0.26
C (1.7348, -0.3005, -0.2820)  0.12
H (2.0579, 1.2238, 1.2786)  0.00
H (3.1504, -0.2067, 1.3577)  0.01
H (-0.5886, 1.7642, -1.9189)  0.06
H (-4.6603, -0.0792, 1.6734)  -0.02
H (-3.3103, -0.2193, 0.6220)  -0.03
H (2.4545, -0.8718, -0.9170)  0.06
H (-4.3977, -1.6660, 0.9803)  -0.02
H (1.7337, 1.1436, -1.9026)  0.01
H (3.3884, 0.9539, 0.1238)  0.00
H (0.1366, -1.4455, -0.1959)  0.00

---

No. 3
Computed, not measured: C24H54AlF3O13P3 as an isolated structure, with the ωB97M-V functional and the def2-TZVPD basis.

Results
- Lowest unoccupied orbital energy: -0.648 eV
- Spin multiplicity: 1
- Charge: -1
- F_max: 9.81 eV/Å

Each line ends with the Mulliken charge.
Geometry (Å):
P (-2.2511, 4.7231, -2.4258)  1.07
P (-7.6474, -0.9224, -1.5166)  1.04
P (7.3648, -1.5671, 4.4411)  1.11
Al (0.9219, -4.2078, -1.3301)  0.25
F (2.6390, -2.1108, 3.5178)  -0.27
F (3.2033, -4.5977, 3.8381)  -0.27
F (3.1348, -5.1710, 1.0300)  -0.30
O (-2.0621, 6.0549, -3.4100)  -0.37
O (-2.5138, 3.5761, -3.5874)  -0.24
O (-6.9250, -0.8801, -0.0151)  -0.37
O (-2.2137, -1.9459, 0.3533)  -0.53
O (7.2266, -1.4123, 2.9066)  -0.67
O (-0.7272, 4.4552, -2.3655)  -0.70
O (-6.5497, -0.0173, -2.3592)  -0.06
O (7.4258, -3.2303, 4.3513)  -0.36
O (7.5193, -1.7400, 6.1554)  -0.43
O (-8.4004, 0.5788, -1.1013)  -0.45
O (-6.9735, -2.2660, -1.8883)  -0.67
O (8.9869, -1.2464, 4.4335)  -0.28
O (-3.9537, 5.0225, -2.4931)  -0.38
C (-4.5292, 5.0150, -4.9143)  -0.84
C (-4.6172, 5.6955, -3.5580)  -0.23
C (-0.3335, -2.5617, -1.4035)  -0.49
C (6.6558, -3.9139, 3.3695)  -0.23
C (7.5325, -4.2912, 2.1885)  -1.24
C (-6.6997, 0.0585, -3.7657)  -0.42
C (-3.8514, 1.9127, -2.4468)  -0.45
C (8.1352, -2.8463, 6.8067)  -0.18
C (2.8542, -3.4103, -1.2266)  -0.77
C (-5.2664, -2.5392, 0.5424)  -1.04
C (-0.9308, 6.9015, -3.2442)  -0.38
C (-6.7087, -2.0910, 0.6996)  -0.41
C (-0.9774, -2.4077, 0.1123)  0.03
C (9.3903, 0.1072, 4.3252)  -0.38
C (0.1240, 6.5728, -4.2860)  -1.11
C (2.9701, -3.7462, 1.4566)  0.61
C (9.1531, 0.8544, 5.6236)  -0.96
C (9.6110, -3.0434, 6.5008)  -0.88
C (-6.5302, 2.1204, -0.5365)  -0.54
C (2.8955, -2.6228, 0.2453)  -0.29
C (2.9250, -3.4396, 2.9121)  0.03
C (-2.5584, 2.2211, -3.1770)  -0.83
C (-7.8667, 0.9502, -4.1444)  -1.04
C (-7.8764, 1.5181, -0.1684)  -0.39
H (8.1467, -3.4513, 1.8439)  0.29
H (-7.9098, 1.0905, -5.2300)  0.41
H (-4.8099, 3.9593, -4.8455)  0.10
H (-8.6047, 2.3348, -0.1277)  0.37
H (-3.9262, 0.8418, -2.2284)  0.67
H (-4.7174, 2.2105, -3.0455)  -0.14
H (7.5647, -3.7622, 6.6242)  0.25
H (-1.1283, -2.6102, -2.2610)  0.25
H (-3.5156, 5.0651, -5.3276)  0.22
H (-6.8254, -0.9443, -4.1862)  0.30
H (2.9778, -2.6579, -2.1268)  0.27
H (-0.2157, 6.8853, -5.2794)  0.29
H (-6.2842, 2.9459, 0.1409)  0.47
H (10.0394, -3.8029, 7.1644)  0.40
H (-1.2624, 7.9355, -3.3768)  0.34
H (-7.8584, 1.0872, 0.8374)  0.28
H (-5.6741, 5.7323, -3.2738)  0.36
H (8.2354, -5.0805, 2.4765)  0.32
H (-3.9073, 2.4603, -1.5027)  0.20
H (-4.9359, -2.5115, -0.5022)  0.24
H (-6.5367, 2.5054, -1.5611)  0.01
H (-7.7787, 1.9307, -3.6667)  0.18
H (8.8643, 0.5923, 3.4968)  0.29
H (9.6188, 0.3317, 6.4645)  0.18
H (5.7944, -3.3134, 3.0564)  0.19
H (6.2550, -4.8221, 3.8291)  0.39
H (-2.4908, 1.6048, -4.0780)  0.31
H (0.3107, -1.5943, -1.5838)  0.20
H (0.3140, 5.4957, -4.3571)  0.29
H (-1.6929, 1.9888, -2.5483)  0.36
H (10.1703, -2.1123, 6.6361)  0.18
H (9.7696, -3.3819, 5.4708)  0.22
H (-4.5990, -1.8631, 1.0879)  0.29
H (-4.2892, 6.7381, -3.6132)  0.29
H (8.0428, -2.6488, 7.8798)  0.36
H (-0.5295, 6.8279, -2.2273)  0.35
H (3.6449, -4.2696, -1.3111)  0.27
H (-5.1250, -3.5511, 0.9278)  0.42
H (9.5655, 1.8678, 5.5674)  0.39
H (-6.9163, -1.8993, 1.7564)  0.33
H (-0.2730, -2.7146, 1.0103)  0.16
H (3.7920, -1.8699, 0.2322)  0.29
H (-8.8138, 0.5147, -3.8166)  0.35
H (-5.1990, 5.5044, -5.6302)  0.43
H (0.6972, -4.9456, 0.0672)  -0.24
H (1.8653, -2.0519, 0.3141)  0.12
H (10.4584, 0.1116, 4.0901)  0.30
H (0.8116, -5.1632, -2.5861)  -0.29
H (8.0849, 0.9301, 5.8415)  0.30
H (6.9308, -4.6516, 1.3515)  0.38
H (-5.7734, 0.4760, -4.1706)  0.26
H (-7.4099, -2.8690, 0.3775)  0.33
H (1.0654, 7.0807, -4.0660)  0.36
H (-5.7226, 1.3838, -0.4613)  0.13

---

No. 4
Computed, not measured: a 14-piece molecular cluster, C6H35NO13 overall, with the ωB97M-V functional and the def2-TZVPD basis.

Results
- Lowest unoccupied orbital energy: -0.167 eV
- Spin multiplicity: 1
- F_max: 3.59 eV/Å
- Energy above the lowest of the compared OMol25 structures with the same formula, charge and spin: 67.63 kcal/mol

Each line ends with the Mulliken charge.
Geometry (Å):
O (4.9700, -0.7160, 0.5781)  -0.62
O (1.8117, -4.2098, 1.7859)  -0.60
O (-3.1808, 0.7897, -1.5270)  -0.56
O (-4.9953, 0.4716, 0.9068)  -0.62
O (-1.4110, 2.8147, -2.0316)  -0.67
O (-2.7259, -3.0209, -3.2131)  -0.69
O (0.7904, -1.2302, -2.3125)  -0.65
O (0.0740, -1.9882, 3.9459)  -0.71
O (-1.8337, -1.5269, -1.3388)  -0.64
O (0.2186, -2.1337, 0.4337)  -0.44
O (-0.2574, -0.4762, -5.2601)  -0.61
O (1.0331, 1.9258, -3.1933)  -0.57
O (-2.0283, -1.0213, 2.4921)  -0.59
N (1.8226, 0.5278, 0.5628)  0.54
C (0.8456, 2.3446, 1.3596)  1.24
C (0.1424, 3.5982, 1.4785)  -1.56
C (2.3863, 0.7850, 1.7721)  -0.79
C (1.7552, 1.8907, 2.3187)  0.48
C (0.9472, 1.5340, 0.2240)  -1.27
C (1.9891, 2.4742, 3.6730)  -1.53
H (2.0425, -0.1803, -0.1492)  0.25
H (-4.3596, -0.0047, 1.4049)  0.30
H (-0.1457, -1.2531, 0.4964)  0.09
H (4.0850, -0.7541, 0.8338)  0.31
H (-0.7339, 3.6800, 0.8619)  0.46
H (-2.6583, 1.5599, -1.7772)  0.31
H (0.1259, 1.4287, -0.4887)  0.29
H (1.4974, -4.9383, 2.2918)  0.29
H (0.3973, -1.5576, 3.1463)  0.30
H (1.2497, 2.4657, 4.4727)  0.30
H (-0.1777, -1.4595, -2.3092)  0.37
H (-1.4128, -1.5518, 3.0114)  0.43
H (-0.4562, -2.5545, -0.1070)  0.30
H (3.2588, 0.1563, 1.9788)  0.37
H (-0.8115, 2.9353, -2.7370)  0.27
H (-2.5895, -2.4047, -2.4649)  0.45
H (1.2779, -4.0775, 0.9644)  0.30
H (-2.1678, -0.5840, -1.2151)  0.30
H (0.0331, -0.3213, -4.3079)  0.29
H (0.5143, -0.0575, -5.6080)  0.30
H (1.4284, 1.1954, -2.7118)  0.29
H (2.9330, 2.0777, 3.9739)  0.41
H (1.5670, 2.6282, -2.8016)  0.31
H (-4.0934, 0.7950, -1.8458)  0.33
H (-4.7653, 0.4203, -0.0231)  0.28
H (-2.1716, -2.5492, -3.8391)  0.31
H (0.7969, -2.5130, 4.2270)  0.30
H (0.5715, 4.5656, 1.0485)  0.27
H (0.9977, -1.3658, -1.3878)  0.25
H (-1.3850, -0.3194, 2.2617)  0.26
H (-1.0103, 2.9848, -1.1755)  0.23
H (-2.3884, -2.1069, -0.7989)  0.38
H (-0.2191, 3.7941, 2.5445)  0.33
H (2.2401, 3.5507, 3.5017)  0.35
H (5.1442, -0.3068, -0.2571)  0.32

---

No. 5
Computed, not measured: C40H45BiFGeN as an isolated structure, with the ωB97M-V functional and the def2-TZVPD basis.

Results
- Lowest unoccupied orbital energy (spin up / spin down): -2.811 / -5.447 eV
- Spin multiplicity: 2
- Charge: +1
- F_max: 0.58 eV/Å

Each line ends with the Löwdin spin population.
Geometry (Å):
Bi (-0.1652, -1.4809, -0.3625)  0.02
Ge (2.3738, -0.4104, -0.3968)  0.02
F (0.0928, -0.1096, -2.8983)  0.04
N (-1.5588, 0.3477, -0.6614)  0.39
C (-0.9484, 0.7505, -2.9903)  0.13
C (3.2136, -1.3522, -1.8885)  0.00
C (-1.2851, -2.4193, 2.6288)  0.00
C (-3.8204, -1.4536, -0.6154)  0.00
C (-4.6859, -0.0527, 1.2718)  0.00
C (4.4661, -0.8957, -2.3061)  0.00
C (-3.0365, 2.5384, -3.2172)  0.00
C (-3.6747, -0.2857, 0.3463)  0.01
C (4.7549, -1.6106, 3.5315)  0.00
C (3.3119, -0.8723, 1.2486)  0.00
C (4.5303, -2.5630, -4.0363)  0.00
C (-0.1850, 2.0198, 2.0681)  0.00
C (-1.3349, 2.6701, 1.3024)  0.00
C (-1.7757, 0.9576, -1.8456)  0.05
C (2.6348, -2.4187, -2.5701)  0.00
C (5.1211, -1.4986, -3.3683)  0.00
C (-2.8334, 1.9027, -2.0222)  0.11
C (-2.5853, 0.5931, 0.3334)  0.03
C (3.0304, 4.1765, -1.3835)  0.00
C (3.0303, -0.2995, 2.4903)  0.00
C (4.3309, -1.8236, 1.1744)  0.00
C (-0.8309, 3.3058, 0.0084)  0.00
C (-0.0640, -1.9486, 1.8382)  0.00
C (3.1500, 2.3362, 0.1592)  0.00
C (-1.8995, -1.2751, 3.4240)  0.00
C (3.7453, -0.6629, 3.6212)  0.00
C (-4.3634, -2.7127, 0.0728)  0.00
C (2.4741, 3.3357, -2.3383)  0.00
C (-2.2080, 2.2753, -4.3127)  0.17
C (-1.1577, 1.3745, -4.1929)  -0.01
C (3.2862, -3.0236, -3.6378)  0.00
C (-2.4927, 1.6889, 1.2016)  0.01
C (-3.5376, 1.8685, 2.1056)  0.00
C (-0.8718, -3.5487, 3.5741)  0.00
C (2.5747, 1.4879, -0.7844)  0.00
C (-4.7307, -1.0971, -1.7967)  0.00
C (5.0476, -2.1881, 2.3067)  0.00
C (2.2522, 2.0000, -2.0416)  0.00
C (3.3753, 3.6746, -0.1382)  0.00
C (-4.6255, 1.0158, 2.1459)  0.00
H (0.4805, -1.1649, 2.3621)  0.00
H (-5.7028, -0.7627, -1.4311)  0.00
H (-2.8294, -1.5843, 3.9012)  0.00
H (-2.3784, 2.7731, -5.2563)  0.01
H (-0.5030, -4.4160, 3.0257)  0.00
H (-1.7145, -3.8703, 4.1870)  0.00
H (-4.1146, -3.5939, -0.5182)  0.00
H (4.5718, -2.2908, 0.2279)  0.00
H (-0.0788, -3.2110, 4.2441)  0.00
H (-1.2089, -0.9622, 4.2110)  0.00
H (-0.1825, 4.1462, 0.2564)  0.00
H (5.3096, -1.8971, 4.4138)  0.00
H (-0.2324, 2.6187, -0.5874)  0.00
H (-5.4212, 1.1822, 2.8582)  0.00
H (5.0382, -3.0286, -4.8694)  0.00
H (3.4331, 1.9536, 1.1310)  0.00
H (-3.4739, 2.1216, -1.1814)  0.00
H (0.6517, 2.7115, 2.1696)  0.00
H (-2.8353, -1.7039, -1.0246)  0.00
H (5.8349, -2.9248, 2.2280)  0.00
H (-5.4503, -2.6781, 0.1534)  0.00
H (2.2278, 3.7191, -3.3195)  0.00
H (3.2086, 5.2173, -1.6162)  0.00
H (-1.7179, 3.4882, 1.9180)  0.00
H (0.6485, -2.7760, 1.7096)  0.00
H (-1.6466, 3.6891, -0.6048)  0.00
H (-4.8905, -1.9770, -2.4202)  0.00
H (6.0935, -1.1384, -3.6764)  0.00
H (2.2578, 0.4505, 2.5880)  0.00
H (-0.4981, 1.6944, 3.0606)  0.00
H (-2.0371, -2.8227, 1.9422)  0.00
H (-0.4930, 1.1546, -5.0162)  0.00
H (0.1703, 1.1419, 1.5245)  0.00
H (-3.8464, 3.2472, -3.3100)  0.00
H (-3.9593, -2.8469, 1.0753)  0.00
H (2.8235, -3.8538, -4.1543)  0.00
H (3.5158, -0.2023, 4.5729)  0.00
H (-4.3172, -0.3103, -2.4268)  0.00
H (3.8263, 4.3223, 0.6013)  0.00
H (-3.4880, 2.7076, 2.7876)  0.00
H (1.6626, -2.7999, -2.2766)  0.00
H (-5.5363, -0.7193, 1.3019)  0.00
H (1.8524, 1.3482, -2.8093)  0.00
H (4.9349, -0.0582, -1.8017)  0.00
H (-2.1111, -0.4104, 2.8010)  0.00

---

No. 6
Computed, not measured: a 2-piece molecular cluster, C3H11N2O overall, with the ωB97M-V functional and the def2-TZVPD basis.

Results
- Lowest unoccupied orbital energy: -3.322 eV
- Spin multiplicity: 1
- Charge: +1
- F_max: 2.03 eV/Å
- Energy above the lowest of the compared OMol25 structures with the same formula, charge and spin: 55.43 kcal/mol

Each line ends with the Mulliken charge.
Geometry (Å):
O (-0.0593, -0.0827, 1.6897)  -0.65
N (0.7136, -2.3670, 0.9181)  -0.52
N (-0.0062, 1.8250, -0.1271)  -0.27
C (-0.3887, -1.4953, 1.2360)  -0.05
C (-0.6529, 1.0938, -1.2381)  -0.12
C (-0.0357, 0.8207, -2.4036)  -0.67
H (0.7831, -0.1842, 2.1400)  0.29
H (1.0623, -2.1432, 0.0123)  0.23
H (-0.7289, 2.4176, 0.3526)  0.42
H (-1.0397, -1.8813, 2.0121)  0.26
H (-0.9934, -1.3291, 0.2952)  0.18
H (0.2454, 1.1473, 0.6977)  0.33
H (0.8697, 2.3066, -0.4205)  0.37
H (0.9200, 1.3220, -2.6368)  0.23
H (1.4811, -2.3641, 1.6106)  0.26
H (-1.5847, 0.6457, -0.9631)  0.45
H (-0.5857, 0.2682, -3.1751)  0.28